This record from the OMol25 dataset describes C43H46N4O3PTeW as an isolated structure. The level of theory is ωB97M-V/def2-TZVPD.

For the relative energy (zero: lowest compared OMol25 entry of this formula, charge and spin), the calculation gives 18.1 kJ/mol. The value obtained for the HOMO energy (alpha / beta) is -12.756 / -12.780 eV. The calculation puts the calculated total energy at -2786.97930 Eh. The gap between HOMO and LUMO (alpha / beta) comes out at 6.4 / 6.2 eV. Its largest force on an atom is 0.0168 hartree/bohr.

```
! wB97M-V def2-TZVPD RIJCOSX def2/J DEFGRID3
* xyz 2 2
H -1.17193 -8.64587 -0.46883
C 2.89574 1.04272 5.50249
C 2.41818 2.33744 5.63399
C 3.73009 5.21585 -0.74834
C 0.73345 1.87871 -2.81460
C 1.86577 -1.46872 -3.71111
C -2.28120 -2.34652 -3.13511
C -3.65758 -3.34815 0.23506
C -1.73632 -6.59193 -0.16942
Te -0.87521 -1.78740 -0.26066
H 2.23848 -0.66141 2.03920
H -2.92742 2.72039 -4.30398
H -3.70248 1.51586 -3.25214
W 0.15545 0.70681 0.94398
H 3.05450 -2.42263 -1.35153
H -2.79072 -8.24044 -1.04600
H -3.77932 3.98740 3.35417
H 3.35351 0.54699 6.34757
C 1.03936 -1.63784 -4.80822
H -0.96504 -2.09098 -5.41394
C 1.68803 2.30774 3.34434
H -2.41688 -3.39456 -2.85582
C 2.46653 -1.50423 -1.33261
C 1.80612 2.96897 4.56022
C -0.30245 -1.92548 -4.57149
H 1.99724 5.78182 -1.88397
C -1.79507 3.54146 2.68416
H -2.80719 -2.18424 -4.07495
H 3.16746 -0.64145 4.18999
C -2.75400 -5.65249 -0.02685
C 4.20623 4.53750 0.36282
H -3.45656 -2.59585 0.99870
C 1.33237 -4.38792 -0.10654
H 0.73163 5.80894 2.43606
O 1.51183 1.19212 -0.63030
H 1.40262 3.96760 4.67289
H 0.41837 4.59953 -0.41045
C -0.10993 -4.78679 -0.12067
C 1.56557 -1.53051 -6.20926
C 2.78947 0.36892 4.29074
C -2.79006 4.37913 3.16073
C -0.25095 5.40523 2.64811
C -2.83473 1.72889 -3.86612
H -1.04584 7.28326 3.29438
H 1.21727 -0.61205 -6.68627
H -2.49225 -8.41039 0.67727
H 2.05494 -1.40584 -0.33107
C 0.58025 1.49605 -1.47895
C 1.48263 4.56556 -0.20130
C -0.43048 1.94436 -3.52793
C -2.50039 -4.28982 0.04762
C 1.39984 -1.56738 -2.39853
H -0.43152 2.19848 -4.58033
C -2.51619 5.72220 3.38381
C -1.25160 6.23500 3.12588
C -2.06002 -8.05316 -0.25873
H -4.53661 -3.90619 0.55192
N 2.06290 0.33698 1.92737
H 1.72275 -4.28740 -1.12145
N -0.66149 -0.03028 2.29904
H -3.29470 6.37449 3.75601
H 2.77604 0.68715 1.28016
C 0.03666 -1.82344 -2.18683
H -2.01345 2.49461 2.50706
C 2.19664 1.01389 3.22438
H 1.70233 2.04565 -3.25435
C -1.16398 -3.88008 -0.04555
H 1.48095 -3.44179 0.41232
C -0.42571 -6.14163 -0.19239
C -0.52249 4.05248 2.43157
H 3.14630 -0.67363 -1.51848
C -0.82254 -2.01490 -3.28704
H 0.38228 -6.86156 -0.25291
H 4.41936 5.74231 -1.39472
H -2.76799 -1.73517 -2.37311
H 1.21804 -2.36239 -6.82145
H -3.03483 -0.04298 3.67374
C -1.81614 1.31854 -1.65966
H -2.74874 0.97735 -4.64918
O -2.87891 1.00442 -1.18756
H 2.51010 2.85254 6.58012
H -1.70104 -0.08567 4.81841
N -1.64515 1.68244 -3.00602
C 1.96160 3.87944 0.91677
N -0.64939 1.35876 -0.92258
H -3.78107 -5.99206 0.04354
H 2.92217 -1.27866 -3.86855
C -2.24543 -0.67729 4.08111
C 3.32466 3.86632 1.19877
H 3.70407 3.36142 2.07928
H -2.67798 -1.55932 4.54461
C -1.32850 -1.08588 2.98020
H -3.91321 -2.82180 -0.68692
H 2.65387 -1.52528 -6.22676
H 5.26389 4.53980 0.58887
H 1.92596 -5.14543 0.40411
P 0.78857 2.94650 1.91171
C 2.36797 5.23485 -1.02739
O -1.10733 -2.19799 2.57366
*
```

Atom charges from the Löwdin analysis, given in e for atoms 1 to 6: H 0.08; C -0.03; C -0.04; C -0.05; C 0.04; C -0.01